Record 1
Here is a 2-piece molecular cluster, C3H4ClOP overall at a distorted geometry from the OMol25 dataset. Energies are from wB97M-V/def2-TZVPD.

Geometry (Å):
Cl1 -4.19 1.34 0.91
P1 -4.09 -0.89 -1.16
O1 -3.75 -2.24 -1.60
C1 -3.58 -0.04 0.21
C2 0.64 -0.05 0.60
C3 1.04 1.00 1.27
H1 1.11 -0.99 0.77
H2 -0.15 -0.02 -0.15
H3 1.80 1.01 1.96
H4 0.77 2.08 1.11

## Properties
Charge ... 0
Calculated total energy ... -27029.4225 eV
Multiplicity ... 3
Relative energy (zero: lowest compared OMol25 entry of this formula, charge and spin) ... 34.3 kcal/mol
<S²> ... 2.014
HOMO-LUMO gap (spin up / spin down) ... 8.9 / 7.4 eV


Record 2
Here is C3H4CrO2 as an isolated structure at a distorted geometry from the OMol25 dataset. Energies are from wB97M-V/def2-TZVPD.

Geometry (Å):
Cr1 -2.47 0.15 2.91
O1 -2.11 1.58 0.02
O2 -3.00 3.32 -0.73
C1 -1.87 0.18 -0.04
C2 -2.40 2.21 -1.09
C3 -2.08 -0.56 1.04
H1 -3.10 3.89 -1.50
H2 -1.76 -0.15 -1.07
H3 -1.80 -1.61 0.84
H4 -1.54 0.91 4.11

## Properties
Charge ... 0
Calculated total energy ... -35686.0590 eV
Multiplicity ... 5
<S²> ... 6.078
HOMO-LUMO gap (spin up / spin down) ... 8.0 / 8.5 eV


Record 3
Here is C3H4F2 as an isolated structure at a distorted geometry from the OMol25 dataset. Energies are from wB97M-V/def2-TZVPD.

Geometry (Å):
F1 -2.25 -0.22 -0.28
F2 1.75 -0.85 -0.25
C1 1.34 0.43 -0.04
C2 -0.94 -0.49 0.09
C3 -0.04 0.63 -0.10
H1 2.05 1.17 -0.04
H2 -0.68 -1.45 -0.46
H3 -0.48 1.63 -0.32
H4 -0.76 -0.84 1.40

## Properties
Charge ... 0
Calculated total energy ... -8608.4068 eV
Relative energy (zero: lowest compared OMol25 entry of this formula, charge and spin) ... 39.4 kcal/mol
HOMO-LUMO gap ... 10.1 eV


Record 4
Here is a 2-piece molecular cluster, C3H4F2 overall at a distorted geometry from the OMol25 dataset. Energies are from wB97M-V/def2-TZVPD.

Geometry (Å):
F1 2.62 0.12 0.93
F2 0.89 -1.12 0.53
C1 -1.81 0.95 0.90
C2 1.78 -0.23 0.03
C3 -2.14 0.25 -0.15
H1 1.08 0.61 -0.24
H2 2.49 -0.73 -0.76
H3 -1.69 -0.45 -0.76
H4 -3.23 0.59 -0.47

## Properties
Charge ... 0
Calculated total energy ... -8603.4435 eV
Multiplicity ... 3
Relative energy (zero: lowest compared OMol25 entry of this formula, charge and spin) ... 27.1 kcal/mol
<S²> ... 2.040
HOMO-LUMO gap (spin up / spin down) ... 9.6 / 7.9 eV


Record 5
Here is one molecule with the formula C3H4F2O at a distorted geometry from the OMol25 dataset. Energies are from wB97M-V/def2-TZVPD.

Geometry (Å):
F1 1.11 -1.24 1.96
F2 1.65 0.56 0.86
O1 0.88 -1.25 -0.35
C1 0.93 -0.55 0.83
C2 -0.28 -0.64 0.05
C3 -0.70 0.91 -0.76
H1 -1.50 1.22 -0.10
H2 0.18 1.45 -1.01
H3 -1.17 0.66 -1.73
H4 -1.10 -1.12 0.25

## Properties
Charge ... 0
Calculated total energy ... -10655.9510 eV
Relative energy (zero: lowest compared OMol25 entry of this formula, charge and spin) ... 46.3 kcal/mol
SMILES string ... C[C@H]1OC1(F)F
HOMO-LUMO gap ... 11.6 eV


Record 6
Here is one molecule with the formula C3H4F2S at a distorted geometry from the OMol25 dataset. Energies are from wB97M-V/def2-TZVPD.

Geometry (Å):
S1 2.06 -0.45 -0.42
F1 -0.28 1.91 -0.52
F2 -1.87 -1.28 -0.36
C1 -0.57 0.78 0.20
C2 0.36 -0.39 0.33
C3 -0.82 -0.41 -0.54
H1 2.67 0.20 0.54
H2 0.28 -0.94 1.28
H3 -1.11 0.97 1.11
H4 -0.72 -0.38 -1.61

## Properties
Charge ... 0
Calculated total energy ... -19444.3071 eV
Relative energy (zero: lowest compared OMol25 entry of this formula, charge and spin) ... 26.8 kcal/mol
SMILES string ... F[C@@H]1C(S)[C@H]1F
HOMO-LUMO gap ... 10.3 eV


Record 7
Here is one molecule with the formula C3H4F3N at a distorted geometry from the OMol25 dataset. Energies are from wB97M-V/def2-TZVPD.

Geometry (Å):
F1 2.21 -1.27 -0.27
F2 1.47 0.10 1.40
F3 2.07 0.95 -0.38
N1 0.11 -0.18 -0.51
C1 1.33 -0.04 0.06
C2 -1.00 0.74 -0.22
C3 -1.10 -0.70 0.12
H1 -1.57 -1.24 -0.68
H2 -0.97 -0.91 1.29
H3 -1.57 0.95 -1.23
H4 -0.98 1.60 0.43

## Properties
Charge ... 0
Calculated total energy ... -12816.4852 eV
Relative energy (zero: lowest compared OMol25 entry of this formula, charge and spin) ... 34.8 kcal/mol
SMILES string ... FC(F)(F)N1CC1
HOMO-LUMO gap ... 11.7 eV


Record 8
Here is one molecule with the formula C3H4FIS2 at a distorted geometry from the OMol25 dataset. Energies are from wB97M-V/def2-TZVPD.

Geometry (Å):
I1 2.11 2.61 2.30
S1 1.40 -0.60 1.91
S2 -0.30 1.53 0.23
F1 -0.54 -0.27 -2.48
C1 1.14 0.93 1.57
C2 -0.98 -0.11 -0.15
C3 -0.23 -0.82 -1.27
H1 0.86 -0.74 -1.15
H2 -2.02 0.04 -0.43
H3 -0.52 -1.88 -1.31
H4 -0.91 -0.70 0.77

## Properties
Charge ... 0
Calculated total energy ... -35663.2021 eV
Relative energy (zero: lowest compared OMol25 entry of this formula, charge and spin) ... 14.9 kcal/mol
SMILES string ... FCCSC(=S)I
HOMO-LUMO gap ... 8.5 eV


Record 9
Here is one molecule with the formula C3H4FN3O at a distorted geometry from the OMol25 dataset. Energies are from wB97M-V/def2-TZVPD.

Geometry (Å):
F1 1.31 -2.84 -0.43
O1 -0.89 -0.14 0.40
N1 1.36 -0.57 -0.54
N2 -0.79 2.40 0.29
N3 0.23 1.74 -0.07
C1 0.23 0.38 -0.07
C2 -0.61 -1.53 0.12
C3 0.62 -1.71 -0.43
H1 2.30 -0.39 0.23
H2 -1.63 1.84 0.12
H3 -0.92 3.23 -0.40
H4 -1.22 -2.40 0.79

## Properties
Charge ... 0
Calculated total energy ... -12405.6922 eV
Relative energy (zero: lowest compared OMol25 entry of this formula, charge and spin) ... 120.8 kcal/mol
SMILES string ... N/N=c1/[nH]c(F)co1
HOMO-LUMO gap ... 7.9 eV


Record 10
Here is one molecule with the formula C3H4FNO at a distorted geometry from the OMol25 dataset. Energies are from wB97M-V/def2-TZVPD.

Geometry (Å):
F1 -0.27 1.60 -0.30
O1 2.05 0.74 0.33
N1 1.73 -0.51 -0.14
C1 -0.59 0.35 -0.09
C2 0.46 -0.67 -0.24
C3 -1.81 -0.10 0.24
H1 0.17 -1.69 -0.54
H2 -2.62 0.54 0.45
H3 -2.06 -1.19 0.29
H4 2.94 0.93 0.00

## Properties
Charge ... 0
Calculated total energy ... -9428.0302 eV
Relative energy (zero: lowest compared OMol25 entry of this formula, charge and spin) ... 59.6 kcal/mol
SMILES string ... C=C(F)/C=N\O
HOMO-LUMO gap ... 10.0 eV


Record 11
Here is a 2-piece molecular cluster, C3H4FNO2S overall at a distorted geometry from the OMol25 dataset. Energies are from wB97M-V/def2-TZVPD.

Geometry (Å):
S1 2.35 0.06 -0.04
F1 -0.95 1.75 1.23
O1 1.24 3.41 2.28
O2 3.11 2.52 1.48
N1 1.93 2.64 1.63
C1 -1.06 0.33 -0.64
C2 1.04 1.02 0.44
C3 -0.24 0.97 0.36
H1 -0.88 -0.71 -0.41
H2 3.24 1.11 0.13
H3 -2.16 0.78 -0.69
H4 -0.57 0.37 -1.63

## Properties
Charge ... 0
Calculated total energy ... -22307.4158 eV
Relative energy (zero: lowest compared OMol25 entry of this formula, charge and spin) ... 127.3 kcal/mol
HOMO-LUMO gap (spin up / spin down) ... 7.8 / 7.8 eV


Record 12
Here is one molecule with the formula C3H4FNS at a distorted geometry from the OMol25 dataset. Energies are from wB97M-V/def2-TZVPD.

Geometry (Å):
S1 -2.26 -0.61 -0.02
F1 1.59 -1.60 0.00
N1 -0.09 1.53 0.09
C1 0.84 0.57 -0.06
C2 0.50 -0.77 -0.04
C3 -0.75 -1.30 0.06
H1 0.07 2.52 -0.03
H2 -0.76 -2.39 0.17
H3 1.91 0.90 -0.06
H4 -1.05 1.15 -0.12

## Properties
Charge ... 0
Calculated total energy ... -18217.5957 eV
Relative energy (zero: lowest compared OMol25 entry of this formula, charge and spin) ... 9.3 kcal/mol
SMILES string ... N/C=C(/F)C=S
HOMO-LUMO gap ... 7.9 eV


Record 13
Here is C3H4FP as an isolated structure at a distorted geometry from the OMol25 dataset. Energies are from wB97M-V/def2-TZVPD.

Geometry (Å):
P1 1.08 2.44 0.36
F1 0.03 3.41 1.16
C1 -0.49 0.75 0.36
C2 -0.46 -0.35 -0.19
C3 0.11 -1.64 -0.58
H1 -0.33 -2.47 0.16
H2 -0.12 -1.89 -1.59
H3 1.28 -1.65 -0.62
H4 -1.10 1.39 0.95

## Properties
Charge ... 0
Calculated total energy ... -15177.6077 eV
Relative energy (zero: lowest compared OMol25 entry of this formula, charge and spin) ... 72.7 kcal/mol
HOMO-LUMO gap (spin up / spin down) ... 6.1 / 7.4 eV


Record 14
Here is C3H4FeLiO3 as an isolated structure at a distorted geometry from the OMol25 dataset. Energies are from wB97M-V/def2-TZVPD.

Geometry (Å):
Fe1 1.15 -0.21 -0.09
O1 0.12 1.09 -1.08
O2 -0.77 -0.53 1.54
O3 0.27 -1.98 0.17
C1 -1.12 -1.56 0.66
C2 -0.78 1.46 -0.05
C3 -0.38 0.81 1.25
Li1 0.13 1.53 -2.77
H1 0.16 -2.77 -0.36
H2 -0.73 2.56 0.09
H3 -1.82 1.21 -0.35
H4 -0.58 1.41 2.14

## Properties
Charge ... 0
Calculated total energy ... -43903.4317 eV
Multiplicity ... 6
Relative energy (zero: lowest compared OMol25 entry of this formula, charge and spin) ... 29.0 kcal/mol
<S²> ... 8.874
HOMO-LUMO gap (spin up / spin down) ... 3.1 / 4.5 eV


Record 15
Here is C3H4FeO2 as an isolated structure at a distorted geometry from the OMol25 dataset. Energies are from wB97M-V/def2-TZVPD.

Geometry (Å):
Fe1 -3.25 -1.26 0.78
O1 -0.35 -0.05 0.30
O2 -1.60 -0.89 1.88
C1 1.09 0.57 -1.41
C2 0.94 0.63 0.08
C3 -0.51 -0.40 1.54
H1 0.15 0.75 -1.98
H2 0.28 -0.27 2.31
H3 1.44 -0.42 -1.77
H4 1.82 1.33 -1.74

## Properties
Charge ... 0
Calculated total energy ... -41650.6620 eV
Multiplicity ... 7
Relative energy (zero: lowest compared OMol25 entry of this formula, charge and spin) ... 0.0 kcal/mol
<S²> ... 12.015
HOMO-LUMO gap (spin up / spin down) ... 5.1 / 5.1 eV


Record 16
Here is C3H4GdO4 as an isolated structure at a distorted geometry from the OMol25 dataset. Energies are from wB97M-V/def2-TZVPD.

Geometry (Å):
Gd1 3.67 0.15 -0.98
O1 -0.42 0.44 -1.16
O2 -0.59 -1.68 -0.73
O3 -2.71 0.65 0.19
O4 1.43 -0.81 -0.95
C1 -1.93 -1.25 -0.92
C2 0.21 -0.70 -1.01
C3 -1.83 0.18 -1.24
H1 -2.48 -1.91 -1.60
H2 -3.32 1.33 -0.13
H3 -2.29 0.62 -2.13
H4 -2.65 -0.89 0.24

## Properties
Charge ... +3
Calculated total energy ... -32163.1620 eV
Multiplicity ... 8
<S²> ... 16.784
HOMO-LUMO gap (spin up / spin down) ... 11.0 / 4.5 eV


Record 17
Here is C3H4I2 as an isolated structure at a distorted geometry from the OMol25 dataset. Energies are from wB97M-V/def2-TZVPD.

Geometry (Å):
I1 3.36 0.59 -0.74
I2 2.30 -1.13 2.21
C1 0.58 -0.50 -0.27
C2 1.61 0.15 0.50
C3 -0.74 -0.13 -0.14
H1 -1.56 -0.52 -0.69
H2 1.28 1.19 1.04
H3 1.04 -1.32 -0.72
H4 -0.89 0.65 0.51

## Properties
Charge ... 0
Calculated total energy ... -19372.1931 eV
Multiplicity ... 3
Relative energy (zero: lowest compared OMol25 entry of this formula, charge and spin) ... 30.4 kcal/mol
<S²> ... 2.013
HOMO-LUMO gap (spin up / spin down) ... 6.2 / 5.6 eV


Record 18
Here is C3H4I2O as an isolated structure at a distorted geometry from the OMol25 dataset. Energies are from wB97M-V/def2-TZVPD.

Geometry (Å):
I1 1.55 -2.92 -1.00
I2 3.61 0.00 -0.97
O1 -0.37 -0.72 0.39
C1 1.63 -0.79 -0.82
C2 -1.02 -0.13 -0.57
C3 0.97 -0.34 0.48
H1 1.08 0.75 0.55
H2 -2.01 -0.49 -0.76
H3 1.39 -0.80 1.39
H4 -0.60 0.71 -1.11

## Properties
Charge ... 0
Calculated total energy ... -21420.3301 eV
Relative energy (zero: lowest compared OMol25 entry of this formula, charge and spin) ... 88.1 kcal/mol
HOMO-LUMO gap (spin up / spin down) ... 8.6 / 5.9 eV


Record 19
Here is a 2-piece molecular cluster, C3H4IN2P overall at a distorted geometry from the OMol25 dataset. Energies are from wB97M-V/def2-TZVPD.

Geometry (Å):
I1 -2.74 1.17 -1.82
P1 -2.15 -0.45 -0.27
N1 -0.02 1.08 -0.34
N2 -0.55 -0.06 -0.03
C1 0.14 -0.75 0.84
C2 1.30 -0.09 1.05
C3 1.13 1.14 0.22
H1 2.19 -0.39 1.62
H2 -0.27 -1.61 1.23
H3 1.82 2.02 0.09
H4 -0.86 -2.04 -2.60

## Properties
Charge ... 0
Calculated total energy ... -23541.1233 eV
Relative energy (zero: lowest compared OMol25 entry of this formula, charge and spin) ... 75.9 kcal/mol
HOMO-LUMO gap (spin up / spin down) ... 8.4 / 7.2 eV


Record 20
Here is an isolated ion of composition C3H4IN4 and charge -1 at a distorted geometry from the OMol25 dataset. Energies are from wB97M-V/def2-TZVPD.

Geometry (Å):
I1 1.95 -1.76 0.50
N1 0.09 1.64 1.43
N2 0.64 2.84 -0.29
N3 0.59 1.59 -0.70
N4 0.35 2.87 1.05
C1 0.27 0.95 0.36
C2 -0.71 -1.40 -0.77
C3 0.02 -0.84 0.52
H1 -0.37 -1.18 1.42
H2 -0.36 -0.97 -1.70
H3 -0.66 -2.46 -0.86
H4 -1.82 -1.28 -0.97

## Properties
Charge ... -1
Calculated total energy ... -17236.0444 eV
Relative energy (zero: lowest compared OMol25 entry of this formula, charge and spin) ... 24.1 kcal/mol
HOMO-LUMO gap ... 7.9 eV